A 2-piece molecular cluster, C28H36N5O7S overall in a non-equilibrium geometry, computed with the ωB97M-V functional and the def2-TZVPD basis.

The geometry in XYZ format:
```
77
Properties=species:S:1:pos:R:3
S 4.554 2.920 3.007
O 2.475 -4.386 -4.487
O 2.035 1.944 3.857
O -2.965 -3.579 -5.146
O 1.155 -2.362 -3.260
O -5.491 4.533 1.982
O -1.664 -5.652 -6.301
O 1.403 -3.734 3.720
N 0.732 -3.663 1.535
N 0.853 3.881 3.892
N -7.085 3.781 3.757
N -4.766 3.464 1.541
N 2.117 4.226 3.506
C 4.151 2.035 0.325
C 1.146 -4.240 -4.668
C -1.644 -3.741 -4.944
C 0.450 -5.082 -5.438
C 1.564 -3.201 2.640
C -0.463 -2.794 1.360
C -6.266 4.208 3.073
C -0.647 2.730 -1.301
C -0.990 -4.902 -5.622
C 0.614 1.762 -1.115
C -0.192 -1.488 0.486
C -3.466 3.758 1.097
C -0.947 -2.902 -4.171
C -5.216 2.162 1.470
C 2.616 -2.034 2.576
C -2.181 0.171 -0.105
C 2.798 3.035 3.499
C -1.190 -0.357 1.026
C -4.399 1.049 0.942
C 2.010 2.531 -1.184
C 4.518 1.518 1.790
C 0.800 2.555 4.123
C -3.027 1.346 0.467
C 1.487 -3.838 0.273
C -1.109 3.204 0.152
C 2.672 2.619 0.263
C -2.544 2.754 0.572
C 0.487 -3.096 -3.969
H 2.144 -1.068 2.928
H -6.245 1.892 1.819
H -0.295 3.619 -1.886
H 2.711 2.094 -1.958
H 0.562 1.235 -0.125
H 2.740 -3.658 -3.893
H 2.718 3.702 0.580
H -1.852 -0.769 1.847
H 3.852 0.671 2.120
H -1.463 2.238 -1.891
H -0.312 2.935 0.903
H 0.802 -3.871 -0.630
H -3.231 -4.312 -5.736
H 4.939 2.772 0.013
H -0.845 -2.571 2.398
H -4.785 -0.003 0.911
H 3.091 -1.873 1.572
H 0.611 0.966 -1.912
H -1.123 4.339 0.132
H -2.908 -0.680 -0.297
H -1.409 -2.060 -3.674
H -1.264 -3.383 0.829
H 5.566 1.087 1.761
H 1.995 -4.844 0.326
H -0.641 0.516 1.487
H -3.106 4.820 1.143
H -0.428 -1.727 -0.592
H 0.867 -1.116 0.617
H 3.443 -2.273 3.303
H 1.781 3.594 -1.496
H 2.082 2.082 1.057
H -0.072 1.947 4.458
H 2.248 -3.038 0.056
H 0.915 -5.915 -5.947
H -1.686 0.377 -1.088
H 4.213 1.143 -0.360
```

## Properties
- Electronic energy: -2286.662302 Eh
- Net charge: +1
- HOMO energy: -11.230 eV

Mulliken atomic charge list, values in e, 5 entries:
1 S -0.1205
2 O -0.5751
3 O -0.1859
4 O -0.5744
5 O -0.6153